# 1
{"formula": "C21H19F5MoN9O10STe", "method": "ωB97M-V/def2-TZVPD", "species": ["Mo", "S", "C", "N", "N", "C", "C", "C", "C", "C", "C", "N", "N", "C", "C", "C", "C", "C", "C", "H", "H", "H", "H", "H", "H", "H", "H", "H", "H", "H", "C", "O", "C", "O", "N", "N", "H", "H", "H", "H", "H", "H", "O", "N", "O", "C", "C", "C", "C", "O", "C", "C", "N", "O", "O", "N", "O", "O", "H", "H", "F", "Te", "F", "F", "F", "F", "O"], "positions_angstrom": [[0.267850, 0.609166, 0.631977], [2.403735, 1.290957, -0.128537], [2.337089, -0.293854, -0.920996], [2.705560, -0.512995, -2.194186], [2.951699, 0.522600, -2.912167], [3.395009, 0.452298, -4.256326], [3.553971, 1.668563, -4.904217], [3.986373, 1.671190, -6.220513], [4.247862, 0.469165, -6.863137], [4.075865, -0.737766, -6.193614], [3.646705, -0.759554, -4.877104], [1.978393, -1.397983, -0.224495], [1.321397, -1.151136, 0.850795], [1.205736, -2.240590, 1.778638], [1.637625, -3.517315, 1.440787], [1.493563, -4.540029, 2.361930], [0.931404, -4.295185, 3.610833], [0.508771, -3.016262, 3.937157], [0.641115, -1.985942, 3.016341], [2.730840, 1.450944, -2.546395], [3.336837, 2.597036, -4.388648], [4.118782, 2.610440, -6.738963], [4.588232, 0.471133, -7.889427], [4.280191, -1.670607, -6.700670], [3.512508, -1.688890, -4.341564], [2.083102, -3.698208, 0.473545], [1.829606, -5.535403, 2.104806], [0.833883, -5.098220, 4.328120], [0.083071, -2.814071, 4.910573], [0.332095, -0.984260, 3.282322], [-2.195480, 1.299890, -2.830327], [-2.258588, -0.132349, -2.554516], [-1.460321, -0.648764, -1.662936], [-0.514797, 0.007944, -1.148349], [-1.718039, -1.918457, -1.387205], [-0.961025, -2.614994, -0.449185], [-3.149278, 1.516924, -3.295655], [-1.365077, 1.486363, -3.503724], [-2.073438, 1.839722, -1.898054], [-2.581316, -2.295834, -1.760507], [-0.685653, -3.507156, -0.839749], [-1.509674, -2.748602, 0.390988], [-3.904352, 2.336797, 6.684128], [-4.456619, 1.618996, 5.883305], [-5.595493, 1.217796, 5.944010], [-3.663088, 1.192900, 4.712038], [-2.381010, 1.624954, 4.578988], [-1.663666, 1.209567, 3.454373], [-2.183829, 0.356609, 2.436517], [-1.559017, 0.019597, 1.362338], [-3.527890, -0.060522, 2.691780], [-4.251425, 0.351427, 3.773316], [-4.257510, -0.960634, 1.755160], [-5.459118, -0.940574, 1.826401], [-3.612683, -1.708415, 1.053175], [-0.308028, 1.689923, 3.412052], [0.146019, 2.377274, 4.277409], [0.438681, 1.322959, 2.443125], [-1.934813, 2.273201, 5.320246], [-5.274197, 0.023393, 3.899887], [1.416450, 3.557242, 0.915179], [0.419753, 3.613202, -0.670484], [0.761205, 2.412071, -2.099239], [1.921347, 4.429196, -1.331731], [-0.645174, 4.304232, -2.032166], [-0.207254, 5.164601, 0.114690], [-0.764472, 2.414297, 0.107858]], "forces_ev_per_a": [[-0.85, 0.27, -1.25], [-0.38, -0.69, 0.32], [0.47, -0.41, -0.46], [0.02, 0.26, 0.49], [-0.09, -0.27, -0.06], [-0.21, 0.11, 0.54], [0.04, 0.06, -0.22], [-0.03, 0.01, 0.09], [0.01, -0.02, -0.01], [-0.02, -0.01, 0.03], [0.08, -0.12, -0.14], [0.30, 0.23, -0.33], [-0.02, -0.50, 0.23], [-0.09, 0.30, -0.45], [0.04, -0.12, 0.04], [-0.01, 0.00, 0.01], [0.01, 0.00, -0.04], [0.00, 0.04, -0.04], [-0.07, -0.01, 0.20], [0.04, 0.02, 0.03], [0.02, 0.00, 0.00], [0.00, 0.00, -0.01], [0.00, -0.01, 0.00], [0.01, 0.00, -0.01], [0.01, 0.02, 0.00], [0.01, 0.01, 0.01], [0.00, -0.01, 0.01], [-0.01, -0.01, 0.00], [0.00, 0.00, 0.01], [0.01, -0.02, -0.03], [0.06, -0.26, 0.10], [-0.04, -0.10, 0.11], [0.17, 0.16, 0.07], [0.01, -0.04, -0.19], [-0.22, -0.09, -0.04], [-0.06, 0.12, -0.09], [0.04, 0.07, -0.05], [0.00, 0.08, 0.00], [0.00, 0.08, 0.00], [0.06, -0.02, 0.04], [0.03, 0.01, 0.02], [-0.12, -0.03, 0.10], [0.05, 0.04, 0.06], [0.05, 0.00, -0.10], [-0.05, -0.03, 0.01], [-0.27, -0.10, 0.10], [0.04, -0.05, -0.12], [0.45, 0.20, 0.11], [-0.27, 0.16, -0.05], [0.15, -0.16, 0.28], [0.05, -0.13, -0.48], [0.00, 0.11, 0.22], [0.24, 0.00, 0.64], [-0.26, 0.09, -0.23], [0.34, -0.08, -0.32], [-0.07, 0.02, -0.21], [-0.12, -0.35, -0.43], [0.40, 0.60, 1.73], [-0.01, -0.02, -0.03], [0.03, 0.04, 0.00], [0.53, -0.33, 0.10], [-1.90, 1.17, -0.18], [0.36, -0.43, 0.03], [0.26, 0.25, -0.15], [-0.20, -0.17, -0.08], [0.05, 0.04, 0.31], [0.93, 0.03, -0.23]], "spin_multiplicity": 3, "total_charge": 1, "de_lowest_kcal_mol": 32.0, "homo_ev": [-10.982, -11.183]}

***

# 2
{"formula": "C19H61NNbO11S9", "method": "ωB97M-V/def2-TZVPD", "species": ["O", "N", "O", "C", "Nb", "H", "H", "H", "H", "H", "H", "H", "C", "S", "O", "C", "H", "H", "H", "H", "H", "H", "C", "S", "O", "C", "H", "H", "H", "H", "H", "H", "C", "S", "O", "C", "H", "H", "H", "H", "H", "H", "C", "S", "O", "C", "H", "H", "H", "H", "H", "H", "C", "S", "O", "C", "H", "H", "H", "H", "H", "H", "C", "S", "O", "C", "H", "H", "H", "H", "H", "H", "C", "S", "O", "C", "H", "H", "H", "H", "H", "H", "C", "S", "O", "C", "H", "H", "H", "H", "H", "H", "C", "S", "O", "C", "H", "H", "H", "H", "H", "H"], "positions_angstrom": [[1.936736, 0.493659, -1.692674], [1.092942, 1.093327, -2.256929], [1.208388, 2.458293, -2.037924], [-0.108891, 2.967706, -1.662046], [-1.996924, 1.679294, -1.927757], [-0.027346, 3.234487, -0.602858], [-0.277944, 3.894877, -2.219592], [-3.142672, 2.990399, -2.508251], [-1.680013, 1.183759, -3.671585], [-1.216747, 0.224745, -1.131558], [-2.577793, 2.222938, -0.250630], [-3.462116, 0.584698, -1.987807], [0.042426, -2.893713, -2.910437], [-0.321150, -3.791172, -1.392754], [-1.306025, -2.977993, -0.635149], [1.299885, -3.522487, -0.653670], [-0.859836, -2.894952, -3.518449], [0.318150, -1.865572, -2.672165], [0.848626, -3.403291, -3.440063], [1.511548, -2.452379, -0.604982], [2.050178, -4.034717, -1.256782], [1.284735, -3.952428, 0.345952], [-7.914110, 4.194439, -0.141062], [-6.339659, 4.796008, -0.781646], [-5.791360, 3.741080, -1.656800], [-5.442265, 4.664575, 0.770847], [-8.610573, 4.146308, -0.975915], [-7.770761, 3.198591, 0.278196], [-8.291197, 4.883841, 0.615477], [-5.473014, 3.630492, 1.112740], [-5.881133, 5.338741, 1.508373], [-4.410747, 4.946036, 0.568798], [3.456457, 2.249502, 0.639793], [3.084560, 1.454313, 2.202549], [2.138096, 2.347115, 2.929842], [4.698912, 1.710211, 2.945632], [2.552241, 2.218485, 0.035427], [3.744760, 3.283893, 0.832544], [4.250101, 1.709100, 0.125217], [4.924034, 2.777056, 2.969123], [5.455382, 1.174416, 2.372951], [4.675488, 1.318367, 3.959673], [-3.526666, -6.842553, -1.400778], [-1.847450, -7.353494, -1.025215], [-1.034855, -7.077205, -2.242399], [-2.175214, -9.121560, -1.032484], [-3.527597, -5.756090, -1.472440], [-3.832316, -7.284734, -2.349227], [-4.187374, -7.158641, -0.593482], [-2.577433, -9.418052, -2.001203], [-2.871247, -9.362344, -0.227766], [-1.228800, -9.630927, -0.862877], [7.985221, 3.610888, 6.641601], [6.671069, 2.384825, 6.684406], [6.806044, 1.572175, 5.446446], [5.323388, 3.538764, 6.396527], [8.930254, 3.084131, 6.755882], [7.962612, 4.129881, 5.683573], [7.852348, 4.312740, 7.464940], [5.491563, 4.064201, 5.456705], [5.263270, 4.242161, 7.226932], [4.401733, 2.963087, 6.336590], [4.100216, -4.561484, 4.239607], [2.452849, -4.422436, 3.527689], [2.339883, -5.485261, 2.494526], [2.768776, -2.878397, 2.667726], [4.141527, -5.494260, 4.798481], [4.839137, -4.575548, 3.438470], [4.275465, -3.720971, 4.911179], [3.604560, -3.010526, 1.979893], [2.989978, -2.093341, 3.390969], [1.872596, -2.613342, 2.111369], [-4.459902, 5.293960, -4.439262], [-2.753364, 5.846299, -4.532373], [-2.132906, 5.431811, -3.256354], [-3.110177, 7.609411, -4.400934], [-4.445544, 4.205658, -4.437090], [-4.898984, 5.642608, -3.505182], [-5.012812, 5.669290, -5.302469], [-3.657303, 7.797054, -3.476638], [-3.692471, 7.929347, -5.265894], [-2.158735, 8.137676, -4.381812], [-0.846407, 6.616976, 3.075722], [0.108623, 6.171812, 4.531728], [0.821359, 7.405331, 4.978046], [1.296469, 5.149676, 3.666480], [-1.634092, 7.298343, 3.391116], [-0.194306, 7.109599, 2.354837], [-1.284901, 5.717529, 2.643271], [1.794631, 5.746882, 2.902214], [0.793783, 4.294848, 3.218409], [2.022492, 4.788655, 4.390339], [-1.029616, -10.456009, -6.739258], [-0.535333, -10.134844, -5.039938], [-1.766108, -10.272627, -4.214990], [-0.236709, -8.377669, -5.235823], [-1.311858, -11.504517, -6.808802], [-1.880826, -9.823878, -6.991713], [-0.189404, -10.255177, -7.404294], [-1.147425, -7.896428, -5.591364], [0.582992, -8.229406, -5.939997], [0.023926, -7.975942, -4.257262]], "forces_ev_per_a": [[0.30, -0.05, -0.50], [-0.40, 0.06, 0.54], [0.25, -0.01, 0.29], [0.31, -0.21, -0.09], [1.39, 0.76, -0.66], [0.01, -0.07, 0.04], [-0.06, -0.04, -0.11], [-0.57, -0.52, 0.42], [-0.45, 0.17, -0.50], [-0.68, -0.19, 0.52], [-0.43, 0.21, -0.14], [0.33, -0.26, 0.13], [0.01, 0.08, -0.05], [0.00, 0.05, -0.06], [0.05, -0.14, 0.11], [0.05, 0.11, 0.06], [-0.02, -0.01, 0.03], [-0.05, 0.00, 0.05], [-0.01, -0.01, 0.00], [-0.07, 0.01, -0.03], [0.00, -0.02, 0.02], [-0.03, -0.11, -0.04], [-0.06, -0.01, 0.06], [0.15, -0.01, 0.17], [-0.27, 0.04, -0.27], [-0.01, 0.08, 0.10], [0.02, 0.01, -0.02], [0.04, 0.00, -0.02], [0.00, 0.00, -0.01], [0.02, -0.02, -0.06], [0.01, 0.00, -0.01], [0.01, -0.04, -0.05], [-0.16, 0.10, 0.03], [0.10, -0.10, -0.14], [0.08, 0.06, 0.09], [0.00, -0.01, 0.06], [0.05, 0.01, -0.05], [0.01, -0.02, 0.04], [-0.02, -0.05, 0.01], [-0.04, 0.00, -0.03], [0.00, -0.01, 0.00], [0.03, -0.01, -0.01], [-0.05, 0.06, -0.04], [0.10, 0.00, -0.04], [0.02, -0.14, -0.12], [-0.11, -0.07, 0.01], [0.03, 0.00, 0.02], [0.04, -0.02, 0.00], [0.01, 0.02, 0.01], [0.07, 0.03, -0.04], [0.02, 0.02, 0.02], [0.02, 0.03, 0.00], [0.03, 0.06, 0.00], [-0.06, 0.04, 0.00], [0.03, -0.03, -0.01], [-0.02, 0.04, 0.02], [-0.02, -0.03, 0.00], [-0.02, -0.02, -0.01], [0.00, -0.01, 0.00], [0.02, -0.02, -0.01], [-0.01, -0.01, 0.00], [0.01, -0.02, 0.00], [0.06, -0.03, 0.04], [0.00, 0.08, 0.01], [0.06, 0.01, -0.02], [0.00, 0.11, -0.05], [-0.02, -0.01, -0.01], [-0.03, 0.00, -0.02], [-0.01, 0.00, 0.00], [-0.02, -0.05, 0.00], [-0.03, -0.01, 0.02], [-0.02, 0.01, 0.04], [-0.06, 0.02, -0.13], [-0.24, -0.20, -0.06], [0.37, 0.30, 0.17], [-0.04, 0.06, 0.02], [0.04, 0.00, 0.07], [0.04, -0.04, 0.03], [0.01, -0.01, 0.00], [0.01, -0.04, 0.01], [0.01, -0.01, 0.00], [0.01, -0.02, 0.00], [-0.04, 0.00, -0.04], [0.01, -0.01, -0.02], [0.00, 0.01, -0.02], [-0.04, 0.04, -0.03], [0.01, 0.00, 0.03], [0.02, 0.00, 0.02], [0.01, 0.00, 0.00], [-0.01, 0.03, 0.02], [0.03, -0.04, 0.02], [-0.02, -0.02, 0.02], [0.01, 0.03, -0.08], [0.00, 0.09, 0.07], [-0.07, -0.09, -0.01], [0.05, 0.05, 0.00], [0.01, 0.00, 0.03], [0.00, 0.01, 0.04], [0.00, -0.01, 0.00], [-0.02, -0.02, 0.02], [0.00, -0.02, 0.01], [-0.08, -0.02, 0.03]], "total_charge": -1, "homo_ev": -4.721}